(1)
DFT (ωB97M-V with the def2-TZVPD basis set) results for a structure of composition C44H28Cl2CsF3N6O3Se in a non-equilibrium geometry.

Element x y z (Å)
Cs (-0.84886, -0.71737, -2.24090)
C (9.74294, -1.56327, 9.04200)
O (10.00904, -1.48997, 7.66830)
C (8.93084, -1.39217, 6.82320)
C (7.60014, -1.37117, 7.22630)
C (6.59554, -1.28427, 6.28150)
C (6.88474, -1.21687, 4.91550)
C (8.23464, -1.23127, 4.52720)
C (9.23814, -1.31647, 5.45960)
C (5.85804, -1.16207, 3.90910)
N (6.08794, -1.13637, 2.61070)
C (4.87264, -1.13437, 2.01060)
C (3.85694, -1.15897, 2.97060)
N (4.50554, -1.16757, 4.17680)
C (2.48234, -1.19927, 2.64060)
C (1.42434, -1.21197, 3.56330)
C (0.13334, -1.27777, 3.09900)
C (-0.08316, -1.33347, 1.71490)
N (0.88994, -1.30967, 0.83980)
C (2.15224, -1.23717, 1.25670)
C (3.19624, -1.18787, 0.25150)
N (2.82244, -1.19557, -1.03100)
C (3.74074, -1.12837, -1.96260)
C (5.11264, -1.04107, -1.69750)
C (5.52874, -1.04117, -0.38730)
C (4.56204, -1.12117, 0.62100)
H (10.71014, -1.62067, 9.54040)
H (9.15394, -2.45447, 9.28710)
H (9.20754, -0.67287, 9.39030)
H (7.32984, -1.43097, 8.27190)
H (5.56914, -1.27647, 6.62020)
H (8.45784, -1.18017, 3.47480)
H (10.27774, -1.33517, 5.16760)
H (4.07114, -1.16617, 5.08280)
H (1.62954, -1.16197, 4.62570)
H (-0.70386, -1.28637, 3.78050)
H (-1.08236, -1.38397, 1.30950)
H (3.38154, -1.14077, -2.98240)
H (5.81624, -0.97197, -2.51210)
H (6.57174, -0.97737, -0.11000)
F (-9.17866, -4.69527, -3.85040)
C (-8.24906, -4.17487, -4.69340)
F (-8.21466, -5.05927, -5.72990)
F (-8.81566, -3.06527, -5.20480)
C (-6.92796, -3.95257, -4.05370)
C (-6.18756, -2.79967, -4.32110)
C (-4.95726, -2.62247, -3.73710)
C (-4.42046, -3.59167, -2.86780)
C (-5.17976, -4.75227, -2.62100)
C (-6.40956, -4.93167, -3.20370)
C (-3.16376, -3.41557, -2.26690)
C (-2.06736, -3.34317, -1.72010)
H (-6.59436, -2.05167, -4.98750)
H (-4.38506, -1.72747, -3.94270)
H (-4.77506, -5.50657, -1.95990)
H (-6.99086, -5.82467, -3.01140)
Cl (-1.81066, 4.94113, -0.97730)
C (-2.27726, 5.29243, -2.60670)
C (-1.66566, 6.33783, -3.27590)
C (-1.96546, 6.58043, -4.60540)
C (-2.86306, 5.76523, -5.27220)
C (-3.47866, 4.73263, -4.59030)
Cl (-4.61356, 3.73413, -5.41840)
C (-3.23806, 4.48093, -3.23100)
N (-3.94056, 3.47663, -2.58680)
C (-4.50146, 3.65203, -1.33490)
C (-4.86156, 4.92373, -0.88990)
C (-5.47006, 5.10933, 0.33570)
C (-5.77016, 4.01873, 1.13170)
C (-5.46366, 2.74743, 0.67190)
C (-4.83606, 2.53533, -0.54660)
C (-4.53516, 1.15193, -1.01590)
C (-3.00056, 0.93863, -1.19920)
O (-2.34996, 0.52533, -0.24060)
O (-2.55886, 1.20813, -2.34200)
H (-0.94216, 6.94443, -2.75630)
H (-1.48196, 7.39233, -5.12660)
H (-3.10356, 5.92953, -6.31060)
H (-3.58346, 2.51903, -2.76790)
H (-4.65886, 5.77663, -1.52310)
H (-5.70906, 6.11163, 0.66430)
H (-6.24926, 4.15863, 2.09220)
H (-5.71966, 1.88873, 1.27620)
H (-4.99946, 0.96513, -1.98770)
H (-4.89526, 0.42303, -0.29190)
Se (2.43764, -1.13147, -6.74000)
C (0.85684, -1.00667, -7.52420)
N (-0.15416, -0.92297, -8.07420)

Cartesian forces (eV/Å) of the 3 atoms listed first:
Cs 1.9 -1.2 -0.5
C -0.1 0.0 0.3
O -0.2 0.1 -0.5

The LUMO energy comes out at 2.51 eV. Its spin multiplicity is 1. The charge is -2. The value obtained for the HOMO energy is -2.02 eV. Its max |F| is 0.0447 Eh/bohr. The calculated total energy comes out at -160260.1703 eV. For the energy above the lowest of the compared OMol25 structures with the same formula, charge and spin, the calculation gives 29.1 kcal/mol.


(2)
DFT (ωB97M-V with the def2-TZVPD basis set) results for a structure of composition C44H28F15IrN3O5 in a non-equilibrium geometry.

Element x y z (Å)
Ir (0.02142, -0.67278, 0.38112)
C (-1.26242, -2.46190, 4.35202)
O (-2.52123, -1.79568, 4.35334)
C (-2.95059, -1.07875, 3.29127)
C (-4.27197, -0.52853, 3.53795)
C (-5.25989, 0.06887, 2.73178)
C (-5.27834, 0.03463, 1.17042)
C (-4.08444, 0.77534, 0.45188)
C (-3.76196, 1.69757, -0.43640)
N (-2.36204, 1.99168, -0.55878)
N (-1.81413, 2.05560, -1.85897)
C (-0.66796, 1.42736, -1.95780)
O (0.00771, 0.78163, -1.10863)
C (-0.03351, 1.52555, -3.32820)
C (-0.49430, 2.41697, -4.29299)
C (0.11360, 2.48075, -5.53741)
C (1.19050, 1.65391, -5.83083)
C (1.65145, 0.76305, -4.87204)
C (1.04581, 0.69979, -3.62536)
C (-2.09340, -0.77996, 1.95345)
O (-0.22739, -2.29161, 1.62702)
H (-0.44980, -1.79547, 4.07511)
H (-1.27708, -3.30464, 3.66000)
H (-1.13081, -2.81332, 5.37426)
H (-4.54942, -0.65299, 4.58370)
H (-6.15798, 0.41465, 3.23376)
H (-6.28316, 0.09253, 0.74657)
H (-4.45519, 2.29055, -1.02543)
H (-1.33219, 3.05365, -4.04519)
H (-0.25103, 3.18123, -6.28050)
H (1.66851, 1.70571, -6.80280)
H (2.48912, 0.11235, -5.09315)
H (1.39005, 0.01020, -2.86530)
C (-5.41357, -1.77201, -1.30227)
C (-4.20233, -1.73225, -0.41294)
C (-4.38735, -1.20217, 0.97830)
C (-3.27074, -0.16622, 1.28630)
C (-1.42454, -1.94650, 1.15543)
N (-0.95110, 0.14264, 1.99232)
C (-0.32625, 0.52742, 3.13163)
C (-1.09364, 0.89596, 4.26365)
C (-0.54107, 1.05931, 5.51331)
C (0.82897, 0.92644, 5.70548)
C (1.46038, 1.06361, 7.06491)
C (1.60568, 0.74633, 4.56935)
C (1.09395, 0.60356, 3.28170)
C (2.07079, 0.71226, 2.08912)
O (1.69133, 0.31500, 0.85315)
C (2.37143, 2.23370, 1.89596)
F (3.37572, 2.43863, 1.01263)
F (2.72832, 2.89122, 3.02949)
F (1.28067, 2.84562, 1.41164)
C (3.42013, -0.04299, 2.39053)
F (4.12887, -0.25159, 1.27072)
F (3.18203, -1.25316, 2.93857)
F (4.26523, 0.61309, 3.24707)
C (-1.74535, -2.33360, -0.15133)
C (-3.02380, -2.19652, -0.84932)
C (-0.54822, -3.05203, -0.90324)
O (0.53281, -2.24304, -0.99280)
C (-0.89596, -3.36279, -2.39200)
F (-1.24795, -2.23871, -3.04598)
F (-1.91860, -4.25509, -2.57678)
F (0.16811, -3.86713, -3.04898)
C (-0.20782, -4.43996, -0.18200)
F (0.97434, -4.42411, 0.42825)
F (-1.14581, -4.80995, 0.73367)
F (-0.15213, -5.49864, -1.04916)
H (-6.31238, -2.00599, -0.72497)
H (-5.30397, -2.51923, -2.08881)
H (-5.58072, -0.79994, -1.77749)
H (-4.57927, -2.02567, 1.66564)
H (-3.50023, 0.46334, 2.13601)
H (-2.15601, 1.04547, 4.13084)
H (-1.18927, 1.30718, 6.34899)
H (0.78111, 0.72273, 7.84933)
H (1.72856, 2.10046, 7.29247)
H (2.37334, 0.46922, 7.13450)
H (2.67783, 0.75562, 4.70245)
H (-3.03582, -2.57662, -1.86025)
F (-0.02690, 6.08097, 6.94958)
C (0.39050, 6.51847, 5.73815)
F (-0.10796, 7.78490, 5.61078)
F (1.73582, 6.66916, 5.82197)
C (-0.02262, 5.62429, 4.62314)
C (-1.06272, 4.71726, 4.78529)
C (-1.47453, 3.93738, 3.72456)
C (-0.87047, 4.05653, 2.46057)
C (0.19922, 4.95866, 2.32171)
C (0.61049, 5.73173, 3.38579)
C (-1.34552, 3.29459, 1.37240)
C (-1.80816, 2.65477, 0.44792)
H (-1.53897, 4.60716, 5.75090)
H (-2.26572, 3.21144, 3.85613)
H (0.70416, 5.02748, 1.36957)
H (1.43731, 6.42006, 3.26089)

Cartesian forces (eV/Å) of the 3 atoms listed first:
Ir -2.0 -1.3 0.0
C 0.0 0.0 -0.1
O -0.1 0.1 -0.1

The LUMO energy (alpha / beta) comes out at 4.29 / 4.26 eV. Its spin multiplicity is 2. The charge is -2. The value obtained for the HOMO energy (alpha / beta) is -1.88 / -1.87 eV. The expectation value of S² is 0.78. Its max |F| is 0.0462 Eh/bohr. The calculated total energy comes out at -104385.2440 eV.